12
Properties=species:S:1:pos:R:3 method="wB97M-V/def2-TZVPD" smiles="C1=[NH+][C@H]2S[C@H]2ON1" e_homo_ev=-13.621 gap_ev=8.28 total_charge=+1
C 1.23098 0.06500 0.73790
C -0.47657 -0.89928 -0.59603
C -1.06046 0.39034 -0.75763
N 0.77803 1.24417 0.40921
N 0.60112 -1.01162 0.25952
O -0.36390 1.50253 -0.32492
S -2.26497 -0.44673 0.48517
H 1.74018 -0.15354 1.68293
H -0.56450 -1.77027 -1.37210
H -1.52379 0.69329 -1.79871
H 1.27606 2.15358 0.44393
H 0.62782 -1.76747 0.83072



11
Properties=species:S:1:pos:R:3 method="wB97M-V/def2-TZVPD" smiles="[H]/N=c1/ccnnnn1" e_homo_ev=-9.521 gap_ev=8.65
C -0.98380 -0.16834 0.04427
C -0.21934 1.01825 -0.35632
C 1.12549 0.97761 -0.16527
H -2.36312 -1.17118 0.78896
H -0.70728 1.84695 -0.82776
H 1.67879 1.90408 -0.38012
N -2.03672 -0.17472 0.77192
N 1.83925 -0.00490 0.62251
N 1.48614 -1.19859 0.60714
N 0.66915 -1.70731 -0.47260
N -0.48854 -1.32185 -0.63273



34
Properties=species:S:1:pos:R:3 method="wB97M-V/def2-TZVPD" e_homo_ev=-11.930 gap_ev=9.36 total_charge=+1
C 0.44197 1.29520 0.34107
N -0.64360 0.98715 -0.63280
C -0.04924 0.95791 1.74279
N -0.54059 -0.41420 1.71710
C -1.22796 -0.78498 2.95707
H 1.31409 0.68606 0.12633
H 0.75475 2.33011 0.24783
H -1.07926 0.10021 -0.33550
H -0.24607 0.86730 -1.56361
H 0.79339 1.11233 2.42235
H -0.87596 1.61935 2.01398
H 0.26346 -1.02506 1.58004
H -1.38672 1.70289 -0.63559
H -1.61664 -1.79777 2.85433
H -0.57260 -0.77388 3.83227
H -2.06652 -0.10471 3.10037
H 0.98878 -1.71360 -2.19604
H 1.18858 -3.26762 -2.13022
O 0.83906 -2.51369 -1.64116
H 3.79505 2.54340 1.05696
H 3.61134 1.13481 1.56767
O 3.12258 1.85897 1.15573
H -2.48332 -1.87096 -1.61066
H -0.93422 -2.03309 -1.59932
O -1.65975 -1.39649 -1.75939
H 2.14583 -2.86390 1.33140
H 1.52597 -2.23523 0.06312
O 1.86945 -2.01827 0.95532
H -0.31527 -0.54754 -3.57035
H 1.09630 -0.08421 -3.96611
O 0.55216 -0.31552 -3.20074
H -3.26770 3.06676 0.31024
H -3.52819 2.88503 -1.19961
O -2.85763 2.78090 -0.51678



16
Properties=species:S:1:pos:R:3 method="wB97M-V/def2-TZVPD" e_homo_ev=-8.943 gap_ev=8.57
C -0.70608 1.30524 -1.01016
C -1.01651 0.15130 0.00410
C -1.84581 -0.94861 -0.65966
C 0.37703 -0.12942 0.37259
C 3.07610 -0.32322 1.22873
O 3.49680 -1.32813 0.70971
H -0.21855 2.15741 -0.53250
H -1.66858 1.63310 -1.41606
H -0.09215 0.96498 -1.85173
H -1.56558 0.61950 0.83058
H -2.84069 -0.58426 -0.94147
H -1.97933 -1.79958 0.01613
H -1.34550 -1.31207 -1.56575
H 0.72140 -0.93851 -0.31101
H 3.14363 0.66904 0.74247
H 2.61461 -0.31853 2.23372



52
Properties=species:S:1:pos:R:3 method="wB97M-V/def2-TZVPD" e_homo_ev="-9.346 / -9.345" gap_ev="6.30 / 6.30" total_charge=+1
W -0.24907 0.16063 0.07976
C -3.21526 2.94271 -1.50169
C -2.20047 2.53858 -0.47859
O -1.96750 1.33171 -0.18227
N -1.46632 3.51885 0.11802
C -0.51264 3.21687 1.17346
C 0.86543 2.94985 0.60616
C 1.87418 3.87740 0.75048
C 3.12297 3.65424 0.17719
C 3.29307 2.47783 -0.55093
C 2.24938 1.59472 -0.67299
N 1.02774 1.78032 -0.08750
H -3.82004 2.08429 -1.78675
H -2.71319 3.32193 -2.39437
H -3.86891 3.72630 -1.12086
H -1.60670 4.47937 -0.15267
H -0.87642 2.33264 1.72159
H -0.47811 4.05643 1.86917
H 1.68705 4.78255 1.30559
H 3.92263 4.36702 0.28790
H 4.23794 2.25288 -1.01852
H 2.35653 0.67670 -1.24001
C 0.54298 -3.42019 1.68649
Ge -0.69635 -1.97029 2.21715
C -2.08936 -1.61308 0.77527
C -1.67597 -2.43069 3.89476
C 0.23369 -0.22339 2.19090
H 0.01012 -4.32854 1.42563
H 1.20898 -3.64463 2.51499
H 1.13505 -3.08538 0.84136
H -2.51589 -2.53946 0.39082
H -1.65368 -1.08310 -0.13221
H -2.90387 -1.00150 1.17630
H -2.17671 -3.39095 3.81262
H -2.41497 -1.67480 4.14250
H -0.96466 -2.49418 4.71247
H 1.30277 -0.32714 2.40357
H -0.20827 0.47778 2.90189
C 0.88141 -0.88051 -3.06689
C 0.80714 -1.89696 -1.89505
C -0.47502 -2.74028 -2.09227
C 2.03208 -2.82415 -1.90379
N 0.66791 -1.16487 -0.70496
H 0.59456 -1.35983 -3.99925
H 1.88269 -0.47151 -3.18617
H 0.17985 -0.05815 -2.85189
H -0.38299 -3.33378 -2.99686
H -1.33647 -2.07661 -2.19408
H -0.62584 -3.41144 -1.24868
H 2.18857 -3.21760 -2.90346
H 1.87134 -3.65931 -1.22730
H 2.91860 -2.27925 -1.58604



67
Properties=species:S:1:pos:R:3 method="wB97M-V/def2-TZVPD" e_homo_ev=-2.245 gap_ev=5.84 total_charge=-2
Rb -0.03281 1.16764 0.40956
N -0.17476 -1.63618 4.37565
C -0.13435 -1.00160 3.18285
N -0.56092 -1.46332 2.06189
C -1.04715 -2.76782 2.02685
N -1.34991 -3.35564 0.92979
N -1.29063 -2.55960 -0.19656
C -0.17946 -2.47873 -0.79716
C -0.03036 -1.57831 -1.96367
C 1.04655 -1.74907 -2.82213
C 1.19262 -0.87614 -3.89024
C 0.27059 0.14260 -4.05152
C -0.75847 0.25345 -3.12130
N -0.91485 -0.58107 -2.09879
C -1.24330 -3.47896 3.30721
C -1.88511 -4.71226 3.39370
C -2.06991 -5.32774 4.61653
C -1.61708 -4.70649 5.78019
C -0.98590 -3.48144 5.71914
C -0.79783 -2.86545 4.48058
H 0.04925 -1.06794 5.18749
H 0.30099 -0.01197 3.22103
H 0.70578 -3.01657 -0.45801
H 1.77591 -2.52210 -2.61837
H 2.03474 -0.97152 -4.56524
H 0.35392 0.88251 -4.83707
H -1.45227 1.08309 -3.19330
H -2.23572 -5.16307 2.47482
H -2.57226 -6.28507 4.67330
H -1.76593 -5.18244 6.74175
H -0.63873 -2.98432 6.61659
S 0.01503 1.35988 6.00842
C -0.15365 1.97440 4.47187
N -0.28161 2.40434 3.39388
Br -6.54636 0.20094 3.91773
C -5.70184 -0.72026 2.48810
C -6.41932 -1.73912 1.87740
C -5.85100 -2.45140 0.83312
C -4.57149 -2.14090 0.39971
C -3.86336 -1.11820 1.00832
C -4.41690 -0.39799 2.06259
I -3.23065 1.07257 2.93599
H -7.41583 -1.96872 2.22957
H -6.41082 -3.25194 0.36570
H -4.09250 -2.68991 -0.40001
H -2.86052 -0.90528 0.66078
C 4.41145 1.85420 -0.15579
Si 4.44971 -0.03001 -0.30025
C 6.11401 -0.57235 0.42654
C 4.57000 -0.39064 -2.15577
Se 2.73289 -1.01296 0.67112
H 5.27142 2.31922 -0.64946
H 4.41102 2.15188 0.89540
H 3.50187 2.25392 -0.61182
H 6.95439 -0.07252 -0.06717
H 6.23805 -1.65251 0.31702
H 6.14870 -0.34121 1.49364
H 5.45691 0.07460 -2.59869
H 3.68683 -0.00556 -2.67064
H 4.61536 -1.46833 -2.33423
Cl 2.25234 3.68977 -4.93007
C 1.78686 3.30544 -3.23245
C 0.26659 3.20379 -2.96096
O -0.53852 3.34624 -3.88600
O 0.05641 2.93008 -1.75176
H 2.22529 4.07123 -2.59917
H 2.24759 2.34913 -2.99460



91
Properties=species:S:1:pos:R:3 method="wB97M-V/def2-TZVPD" e_homo_ev=-6.240 gap_ev=6.40
K -0.00449 -0.00126 0.17825
C 0.13717 1.81250 2.97500
C -0.56158 0.63574 3.63900
O -0.66713 -0.43487 2.72808
C -1.58508 -1.43930 3.09366
C -1.86189 -2.33932 1.89686
O -2.21762 -1.62883 0.72660
C -3.49696 -1.03372 0.71691
C -3.48850 0.17855 -0.20114
O -2.56756 1.19550 0.16224
C -2.79936 1.76845 1.43145
C -1.70741 2.77708 1.74093
O -0.40808 2.22657 1.73856
H 1.17311 1.55434 2.75198
H 0.12233 2.63645 3.70135
H -1.56053 0.92841 3.99170
H 0.02299 0.34610 4.52200
H -2.51320 -0.97560 3.45743
H -1.19109 -2.05813 3.91074
H -2.65697 -3.03277 2.20122
H -0.96578 -2.90180 1.63079
H -3.81292 -0.75667 1.72730
H -4.24122 -1.74019 0.32772
H -4.51250 0.57594 -0.22275
H -3.19816 -0.13119 -1.20509
H -2.81732 0.99815 2.20730
H -3.76857 2.28797 1.44863
H -1.93591 3.24798 2.70589
H -1.71022 3.55273 0.97305
C 4.35195 -1.54311 -3.77286
O 4.24600 -2.35381 -2.61198
C 4.35358 -3.69766 -2.77940
C 5.07971 -4.28762 -3.80156
C 5.20645 -5.67141 -3.86926
C 4.59904 -6.46786 -2.91466
C 3.83987 -5.87946 -1.91176
C 3.69876 -4.50035 -1.83010
N 2.95241 -3.91915 -0.79778
C 1.95573 -2.94414 -0.98090
N 1.46754 -2.92209 -2.24149
C 0.78615 -1.96945 -3.07905
C 0.09450 -0.83903 -2.64537
C -0.54061 -0.13507 -3.69376
C -0.49258 -0.48519 -5.03351
C 0.23942 -1.60312 -5.42175
C 0.87388 -2.33867 -4.43796
O 1.63035 -3.46461 -4.71554
C 1.77711 -3.84866 -6.06281
N 1.56396 -2.20938 -0.00046
C 2.11478 -2.32089 1.28078
C 2.79548 -1.24661 1.84678
C 3.20142 -1.26056 3.17661
C 2.92375 -2.35408 3.97485
C 2.24593 -3.44677 3.43786
C 1.85146 -3.43123 2.10908
O 1.18921 -4.47052 1.50202
C 0.79991 -5.55897 2.31378
H 3.96972 -0.56366 -3.49733
H 3.74480 -1.95033 -4.58400
H 5.39152 -1.44860 -4.10013
H 5.56826 -3.66742 -4.54087
H 5.78616 -6.11546 -4.66772
H 4.69413 -7.54473 -2.95819
H 3.32694 -6.49695 -1.18307
H 2.81913 -4.48579 0.02420
H 1.83529 -3.67662 -2.80030
H -1.14045 0.74551 -3.44873
H -1.01846 0.09715 -5.78296
H 0.29807 -1.88740 -6.46246
H 2.42344 -4.72353 -6.06433
H 2.24195 -3.05424 -6.65544
H 0.81466 -4.10702 -6.51300
H 2.97321 -0.38094 1.22172
H 3.73457 -0.41107 3.58598
H 3.23253 -2.37794 5.01198
H 2.03992 -4.30246 4.06557
H 0.24684 -6.23787 1.66980
H 0.15353 -5.23139 3.13367
H 1.66467 -6.08138 2.73264
C 4.84052 0.61504 -0.80921
O 3.96972 1.39622 -1.63683
C 2.77393 1.68549 -1.08802
O 2.48408 1.46805 0.06792
N 1.97399 2.28521 -2.01831
N 0.59665 2.31025 -1.71550
H 5.76920 0.52726 -1.36560
H 4.41529 -0.37414 -0.64170
H 5.01614 1.11130 0.14358
H 2.22624 2.05221 -2.96998
H 0.21194 1.42886 -2.06603
H 0.17895 3.06349 -2.24574



11
Properties=species:S:1:pos:R:3 method="wB97M-V/def2-TZVPD" e_homo_ev=-2.880 gap_ev=7.52 total_charge=-1
C 1.33512 0.46404 0.19573
C 1.67136 -0.85397 -0.02339
C -1.04776 1.00987 -0.43257
N -1.62114 -0.00478 0.08059
O -2.85452 -0.53615 -0.07033
H 0.97086 0.54698 1.18765
H 1.76628 1.21550 -0.36628
H 1.81901 -1.25215 -0.99316
H 1.03624 -1.46794 0.58957
H -1.79206 1.39080 -1.15309
H -1.28337 -0.51218 0.98528